The following is a DFT calculation (the ωB97M-V functional and the def2-TZVPD basis) of a structure of composition C11H14N2OPTc.

multiplicity: 4
charge: +1
HOMO-LUMO gap (alpha / beta): 7.29 / 7.55 eV

Geometry (Å):
C (-0.5279, -0.3990, -1.5649)
C (0.8062, -1.0128, -1.6507)
C (1.7771, 0.1094, -1.6217)
C (1.0211, 1.3159, -1.5405)
C (-0.3909, 0.9987, -1.5908)
Tc (0.9753, -0.4540, 0.2841)
P (-0.5154, -1.9014, 1.0537)
H (-1.4456, -0.9921, -1.6390)
H (1.0348, -2.0398, -1.9361)
H (2.8522, 0.0208, -1.7855)
H (-1.2464, 1.6898, -1.6790)
H (1.4725, 2.3056, -1.5001)
H (-0.5262, -2.1292, 2.4453)
H (-0.6344, -3.2143, 0.5683)
H (-1.8819, -1.5797, 0.9359)
N (-3.2064, 2.6142, 4.6014)
C (-2.8509, 1.8677, 3.5104)
O (-3.5738, 0.9795, 3.0528)
C (-1.5019, 2.1044, 2.9070)
C (-0.5429, 2.9915, 3.4020)
C (0.7427, 2.9703, 2.8642)
C (1.0975, 2.0406, 1.8879)
N (0.1810, 1.1531, 1.4180)
C (-1.1293, 1.2950, 1.8170)
H (-4.1601, 2.4854, 4.9012)
H (-2.7614, 3.4742, 4.8885)
H (-0.7942, 3.6725, 4.2105)
H (1.5227, 3.6370, 3.2159)
H (2.1212, 1.9544, 1.4958)
H (-1.8498, 0.6711, 1.2747)

The following is a DFT calculation (the ωB97M-V functional and the def2-TZVPD basis) of a structure of composition C24H41AsBNOP2Re.

multiplicity: 5
charge: +3
HOMO-LUMO gap (alpha / beta): 4.86 / 3.62 eV

Geometry (Å):
Re (-0.2737, -0.8736, -0.3510)
H (-1.8456, -2.7139, -5.4720)
H (-0.6681, -2.7006, -0.4244)
P (1.1204, -1.6104, -1.8303)
P (-2.3477, -0.8709, -1.0604)
C (-2.8701, 0.4068, -2.3089)
H (-3.9661, 0.5220, -2.2381)
H (-2.3922, 1.3655, -2.0645)
H (-2.6070, 0.1154, -3.3394)
C (-3.6037, -2.1370, -1.5961)
H (-3.8299, -2.8295, -0.7592)
H (-4.4848, -1.6036, -2.0116)
H (-3.2187, -2.7262, -2.4388)
C (-3.1567, -0.1488, 0.4316)
H (-2.8431, 0.8919, 0.5797)
H (-4.2374, -0.1646, 0.2594)
H (-2.9263, -0.7032, 1.3495)
C (1.1409, -2.6320, -3.3974)
H (2.1607, -3.0609, -3.5098)
H (0.4495, -3.4822, -3.4198)
H (0.8473, -2.0385, -4.2838)
C (2.1329, -0.2131, -2.5068)
H (2.4759, 0.4243, -1.6823)
H (3.0113, -0.5687, -3.0609)
H (1.5424, 0.4007, -3.1953)
C (2.5529, -2.4316, -0.9664)
H (2.2833, -3.3948, -0.5217)
H (3.3725, -2.5826, -1.6732)
H (2.9247, -1.7914, -0.1557)
H (0.1024, -4.3586, 0.0683)
H (-1.5405, -4.1227, 0.4852)
H (-2.2007, -3.8466, -1.9173)
H (-0.3679, -4.2502, -2.3720)
B (-1.1822, -4.2199, -1.5734)
N (-0.7931, -4.0001, -0.2357)
H (-1.3278, -2.3753, -5.0022)
H (-0.5683, -0.4473, -1.9864)
O (0.2671, -0.4751, 1.5013)
As (0.5872, 1.2904, 1.5299)
C (-0.8176, 2.4832, 0.8008)
C (-0.8707, 2.8080, -0.5461)
C (-1.7878, 3.7686, -0.9867)
C (-2.6558, 4.3810, -0.0678)
C (-2.6019, 4.0323, 1.2783)
C (-1.6938, 3.0696, 1.7334)
C (0.4585, 0.9123, 3.4116)
C (0.9417, 1.8991, 4.2707)
C (0.8570, 1.6263, 5.6373)
C (0.3264, 0.3955, 6.0597)
C (-0.1301, -0.5966, 5.1822)
C (-0.0727, -0.3218, 3.8360)
C (2.3853, 1.4797, 0.8164)
C (2.7360, 2.6024, 0.0417)
C (4.0631, 2.7343, -0.3680)
C (4.9933, 1.7513, -0.0268)
C (4.6237, 0.6124, 0.7183)
C (3.2894, 0.4635, 1.1259)
H (-0.1679, 2.3322, -1.2459)
H (-1.7942, 4.0745, -2.0216)
H (-3.3621, 5.1290, -0.4114)
H (-3.2748, 4.4934, 1.9961)
H (-1.6570, 2.7617, 2.7707)
H (1.3458, 2.8211, 3.8549)
H (1.2000, 2.3886, 6.3299)
H (0.2441, 0.1836, 7.1096)
H (-0.5541, -1.5560, 5.4817)
H (-0.4236, -1.0603, 3.1187)
H (1.9820, 3.3475, -0.2087)
H (4.3626, 3.6211, -0.9364)
H (6.0302, 1.8529, -0.3272)
H (5.3449, -0.1319, 1.0158)
H (2.9602, -0.4016, 1.7068)

The following is a DFT calculation (the ωB97M-V functional and the def2-TZVPD basis) of the ion C10H16FN2O2 with charge +1.

multiplicity: 1
charge: +1
SMILES: CO\C=C/C=C(N(C)C)\[N+](=C\F)C(C)=O
HOMO-LUMO gap: 8.24 eV

Geometry (Å):
C (-3.6352, -0.8025, 1.0863)
O (-2.6619, -0.2527, 0.1605)
C (-2.0664, -1.1494, -0.6941)
C (-1.5019, -0.4653, -1.9119)
C (-0.4112, 0.3410, -1.8772)
C (0.4262, 0.4434, -0.6843)
N (0.9856, 1.6021, -0.4085)
C (1.8370, 1.7499, 0.7752)
C (0.7279, 2.8100, -1.2213)
N (0.8757, -0.7616, -0.0916)
C (-0.1611, -1.7368, 0.0771)
F (0.0694, -2.8755, -0.6735)
C (2.2644, -1.1348, -0.1162)
C (2.6676, -2.3694, 0.5977)
O (3.0137, -0.4888, -0.7891)
H (-4.3881, -1.2400, 0.5274)
H (-3.8559, 0.1608, 1.6017)
H (-3.1044, -1.4171, 1.8164)
H (-2.4679, -2.1057, -0.6094)
H (-1.8893, -0.5892, -2.9032)
H (0.0048, 0.8071, -2.8699)
H (2.8455, 1.9053, 0.3415)
H (1.8371, 0.8483, 1.4970)
H (1.4592, 2.6061, 1.2880)
H (1.4545, 3.1762, -1.9976)
H (0.8234, 3.5411, -0.4569)
H (-0.3878, 2.6936, -1.5689)
H (-0.2626, -2.1346, 1.1566)
H (1.9262, -2.4681, 1.3416)
H (3.4758, -2.3871, 1.2491)
H (2.7429, -3.2705, -0.1038)

The following is a DFT calculation (the ωB97M-V functional and the def2-TZVPD basis) of a structure of composition C40H47FeN6O5SSe2.

multiplicity: 6
HOMO-LUMO gap (alpha / beta): 4.42 / 4.79 eV

Geometry (Å):
Fe (-0.9556, -0.8265, -0.1346)
O (3.3912, -0.4494, -3.9980)
C (4.1863, 0.6799, -4.2624)
C (3.5448, 2.0479, -3.9584)
C (4.3314, 3.0572, -4.8185)
O (4.1221, 4.4205, -4.4974)
C (3.6773, 2.4374, -2.4870)
Se (2.5463, 1.3145, -1.3550)
C (2.0664, 2.0911, -4.3486)
Se (0.8670, 1.2731, -3.0160)
H (3.3569, -0.5974, -3.0424)
H (4.4050, 0.6352, -5.3332)
H (5.1425, 0.6265, -3.7271)
H (4.1061, 2.8729, -5.8750)
H (5.3986, 2.8839, -4.6686)
H (3.2044, 4.6491, -4.6773)
H (3.3924, 3.4753, -2.3359)
H (4.6989, 2.3001, -2.1296)
H (1.8855, 1.5704, -5.2894)
H (1.7327, 3.1247, -4.4427)
S (-2.3942, -1.5759, 1.7042)
C (-0.9953, -2.1436, 2.6499)
N (-1.2830, -2.6281, 3.8439)
N (-0.2765, -3.0155, 4.6838)
C (0.9696, -2.4908, 4.9960)
C (1.3871, -1.1927, 4.6809)
C (2.6206, -0.7347, 5.1134)
C (3.4652, -1.5344, 5.8728)
C (3.0463, -2.8163, 6.2032)
C (1.8184, -3.2877, 5.7743)
N (0.2661, -2.1667, 2.1807)
N (0.4482, -1.7728, 0.9199)
C (1.6757, -2.1405, 0.3782)
C (2.7824, -2.5034, 1.1613)
C (3.9494, -2.9405, 0.5590)
C (4.0475, -3.0523, -0.8249)
C (2.9603, -2.6817, -1.6064)
C (1.7995, -2.2079, -1.0168)
H (-0.5709, -3.7828, 5.2622)
H (0.7490, -0.5491, 4.0977)
H (2.9229, 0.2726, 4.8518)
H (4.4239, -1.1614, 6.2077)
H (3.6828, -3.4557, 6.8024)
H (1.5063, -4.2936, 6.0339)
H (2.6962, -2.4433, 2.2378)
H (4.7942, -3.2084, 1.1821)
H (4.9495, -3.4318, -1.2870)
H (3.0095, -2.7815, -2.6851)
H (0.9529, -1.9285, -1.6415)
C (-0.6955, -4.9729, -2.2151)
C (-0.9737, -4.2110, -0.9360)
O (-1.4651, -2.8960, -1.2126)
H (-0.2261, -5.9320, -1.9947)
H (-0.0265, -4.3957, -2.8553)
H (-1.6215, -5.1635, -2.7649)
H (-0.0606, -4.0634, -0.3628)
H (-1.6927, -4.7367, -0.3029)
H (-2.2336, -2.9552, -1.7913)
C (-3.8360, 2.0307, 3.7374)
O (-3.7095, 1.3956, 2.4755)
C (-3.5965, 2.1780, 1.3733)
C (-3.3802, 3.5438, 1.3923)
C (-3.2603, 4.2372, 0.1933)
C (-3.3793, 3.5736, -1.0148)
C (-3.6220, 2.2068, -1.0386)
C (-3.7209, 1.5027, 0.1477)
N (-4.0504, 0.1311, 0.2609)
C (-4.3966, -0.7645, -0.6335)
C (-3.9638, -0.9402, -1.9650)
C (-4.7724, -1.7443, -2.8186)
C (-4.3812, -2.0496, -4.0860)
C (-3.1173, -1.6031, -4.5402)
C (-2.2811, -0.8872, -3.7302)
C (-2.6688, -0.5199, -2.4120)
O (-1.8631, 0.0743, -1.6069)
H (-3.9946, 1.2346, 4.4584)
H (-4.6869, 2.7156, 3.7446)
H (-2.9235, 2.5718, 3.9959)
H (-3.2959, 4.0716, 2.3310)
H (-3.0729, 5.3027, 0.2154)
H (-3.2878, 4.1117, -1.9482)
H (-3.7666, 1.7078, -1.9829)
H (-4.2147, -0.1339, 1.2304)
H (-5.0897, -1.5090, -0.2498)
H (-5.7262, -2.0967, -2.4424)
H (-5.0213, -2.6352, -4.7306)
H (-2.7892, -1.8620, -5.5393)
H (-1.2954, -0.5895, -4.0625)
C (0.2119, 4.8775, 3.0857)
C (-0.0610, 3.5877, 2.3644)
C (-0.0161, 3.5050, 0.9810)
C (-0.3079, 2.3033, 0.3579)
N (-0.5770, 1.1808, 1.0274)
C (-0.6154, 1.2539, 2.3601)
C (-0.3901, 2.4261, 3.0570)
H (0.3510, 5.6978, 2.3830)
H (1.1123, 4.7957, 3.6963)
H (-0.6123, 5.1286, 3.7556)
H (0.2365, 4.3708, 0.3816)
H (-0.3564, 2.2474, -0.7234)
H (-0.8537, 0.3349, 2.8780)
H (-0.4661, 2.4255, 4.1377)

Here are the calculated F_max numbers, same order: 3.51, 6.82, 5.14, 1.13 (eV Å⁻¹).
Here are the calculated ΔE to the lowest compared entry with this formula, charge and spin numbers, same order: 0.00, 373.24, 29.78, 0.00 (kJ/mol).